Density functional theory data (the ωB97M-V functional and the def2-TZVPD basis) for C3H2N2OS as an isolated structure.

Last column: Löwdin charge in e.
CARTESIAN COORDINATES (ANGSTROEM)
C  1.09827  0.78116  0.00237  -0.315
C  -0.15227  -1.06505  -0.00839  -0.593
C  -0.33405  0.32294  -0.00387  -0.392
H  1.42891  1.34138  -0.89301  0.092
H  1.44255  1.32969  0.90162  0.092
N  -1.28813  -1.67506  0.00225  0.117
N  -1.60412  0.60819  -0.00262  0.146
O  -2.20221  -0.62782  0.00237  -0.096
S  1.61105  -1.01543  -0.00072  0.949

Orbital gap: 10.1 eV
HOMO energy: -9.7 eV